1.
DFT (ωB97M-V with the def2-TZVPD basis set) results for C16H24BeBrF3N6O4 as an isolated structure at a distorted geometry.

Properties
Lowest unoccupied orbital energy, eV: -9.655
Charge: +2
Kohn-Sham gap, eV: 0.9

Each line ends with the Mulliken charge.
Element x y z (Å)
C (3.003, -1.515, -1.030)  -1.285
C (2.762, -0.126, -1.517)  0.553
N (3.717, 0.712, -1.515)  -0.641
C (1.353, 0.254, -1.976)  -0.608
N (0.415, -0.031, -0.896)  0.042
C (-0.584, -0.898, -0.982)  -0.048
N (-1.415, -1.154, 0.067)  -0.424
C (-2.263, -2.097, -0.435)  -0.113
N (-1.972, -2.357, -1.707)  -0.224
N (-0.915, -1.613, -2.051)  0.340
H (2.957, -2.216, -1.864)  0.307
H (3.993, -1.584, -0.598)  0.415
H (2.293, -1.838, -0.271)  0.286
H (3.348, 1.593, -1.884)  0.275
H (1.301, 1.293, -2.285)  0.565
H (1.140, -0.364, -2.845)  0.270
H (0.518, 0.424, -0.005)  0.251
H (-3.070, -2.639, 0.023)  0.497
H (-2.406, -2.981, -2.371)  0.193
H (-0.537, -1.647, -2.983)  0.223
C (5.845, 3.053, 0.132)  -0.538
N (6.121, 4.486, -0.165)  0.908
O (5.796, 4.903, -1.320)  -0.468
O (6.621, 5.159, 0.669)  -0.333
H (5.392, 2.593, -0.739)  0.222
H (6.795, 2.583, 0.370)  0.296
H (5.170, 3.030, 0.984)  0.289
Br (4.362, 6.529, -1.075)  0.268
C (-2.744, -1.054, 3.531)  -1.214
C (-2.437, -2.416, 2.950)  0.046
O (-1.796, -3.259, 3.928)  -0.403
C (-2.602, -3.875, 4.775)  0.278
O (-3.790, -3.814, 4.815)  -0.478
C (-1.762, -4.756, 5.713)  0.973
F (-0.691, -4.134, 6.175)  -0.214
F (-1.366, -5.866, 5.113)  -0.215
F (-2.518, -5.138, 6.818)  -0.321
H (-1.837, -0.599, 3.931)  0.329
H (-3.161, -0.398, 2.768)  0.353
H (-3.459, -1.129, 4.350)  0.393
H (-1.754, -2.316, 2.116)  0.318
H (-3.340, -2.898, 2.568)  0.263
C (-1.899, 1.578, -2.777)  0.398
C (-1.725, 2.687, -1.959)  -0.482
C (-1.886, 3.962, -2.479)  -0.533
C (-2.229, 4.127, -3.815)  -0.449
C (-2.406, 3.019, -4.631)  -0.488
C (-2.238, 1.743, -4.114)  -0.488
H (-1.770, 0.583, -2.370)  0.217
H (-1.466, 2.557, -0.914)  0.367
H (-1.748, 4.828, -1.845)  0.404
H (-2.360, 5.122, -4.219)  0.390
H (-2.676, 3.150, -5.670)  0.394
H (-2.373, 0.879, -4.753)  0.350
Be (-1.705, -6.136, 8.263)  0.297

=====

2.
DFT (ωB97M-V with the def2-TZVPD basis set) results for a single C4H11NO molecule at a distorted geometry.

Properties
SMILES: CC[C@H](N)CO
Energy above the lowest of the compared OMol25 structures with the same formula, charge and spin, eV: 2.351
Lowest unoccupied orbital energy, eV: 0.847
Kohn-Sham gap, eV: 10.0

Each line ends with the Mulliken charge.
Element x y z (Å)
C (1.322, 1.493, -0.993)  -0.949
C (0.915, 0.770, 0.358)  -0.871
C (0.220, -0.516, 0.198)  0.262
N (0.758, -1.354, -0.840)  -0.697
C (-1.347, -0.497, 0.108)  -0.849
O (-2.026, 0.171, 1.152)  -0.475
H (2.276, 1.975, -1.099)  0.362
H (0.509, 2.240, -1.332)  0.237
H (1.439, 0.669, -1.671)  0.287
H (0.448, 1.423, 1.062)  0.412
H (1.718, 0.467, 0.883)  0.406
H (0.099, -1.132, 1.139)  0.405
H (1.658, -0.943, -1.258)  0.285
H (1.088, -2.212, -0.298)  0.256
H (-1.572, -1.655, 0.015)  0.258
H (-1.691, 0.021, -0.765)  0.343
H (-1.722, -0.244, 1.967)  0.329

=====

3.
DFT (ωB97M-V with the def2-TZVPD basis set) results for C23H20IrN6O3S as an isolated structure at a distorted geometry.

Properties
Energy above the lowest of the compared OMol25 structures with the same formula, charge and spin, eV: 0.903
Lowest unoccupied orbital energy, eV: -4.094
Charge: +1
Kohn-Sham gap, eV: 6.5

Each line ends with the Mulliken charge.
Element x y z (Å)
Ir (0.677, -0.934, -1.468)  2.333
C (3.850, -1.722, -2.113)  -0.960
O (2.819, -1.505, -1.127)  -0.194
C (3.208, -1.146, 0.162)  0.977
C (4.528, -1.118, 0.566)  -0.614
C (4.821, -0.768, 1.879)  -0.770
C (3.807, -0.459, 2.771)  -0.845
C (2.484, -0.488, 2.359)  -0.315
C (2.181, -0.812, 1.048)  0.415
N (0.838, -0.882, 0.539)  -0.187
N (-0.084, -0.780, 1.391)  -0.489
C (-1.374, -0.995, 1.047)  -0.448
C (-1.815, -1.541, -0.184)  0.910
O (-1.068, -1.827, -1.222)  -1.258
C (-3.191, -1.882, -0.340)  -0.467
C (-4.074, -1.664, 0.661)  -0.791
C (-3.686, -1.096, 1.913)  0.812
C (-4.632, -0.899, 2.935)  -0.936
C (-4.248, -0.373, 4.141)  -0.557
C (-2.904, -0.034, 4.346)  -0.769
C (-1.965, -0.218, 3.358)  -0.358
C (-2.339, -0.757, 2.117)  0.722
H (4.493, -2.540, -1.795)  0.365
H (4.413, -0.801, -2.249)  0.403
H (3.337, -1.994, -3.029)  0.220
H (5.327, -1.363, -0.117)  0.440
H (5.853, -0.745, 2.199)  0.413
H (4.042, -0.196, 3.792)  0.419
H (1.682, -0.256, 3.043)  0.440
H (-3.488, -2.323, -1.283)  0.526
H (-5.117, -1.921, 0.517)  0.402
H (-5.664, -1.173, 2.755)  0.415
H (-4.973, -0.227, 4.931)  0.409
H (-2.597, 0.380, 5.297)  0.415
H (-0.935, 0.053, 3.538)  0.406
C (1.903, 3.947, -1.386)  -0.903
N (0.747, 3.074, -1.622)  0.114
C (-0.490, 3.559, -1.919)  -0.027
C (-1.533, 2.746, -2.159)  -1.223
C (-1.334, 1.332, -2.106)  1.317
N (-0.119, 0.869, -1.773)  -0.557
C (0.946, 1.725, -1.548)  0.129
O (2.037, 1.224, -1.284)  -0.610
N (-2.325, 0.500, -2.365)  -0.064
H (1.549, 4.973, -1.353)  0.309
H (2.627, 3.827, -2.189)  0.319
H (2.369, 3.684, -0.441)  0.326
H (-0.575, 4.636, -1.957)  0.372
H (-2.503, 3.146, -2.408)  0.423
H (-3.190, 0.872, -2.723)  0.241
H (-2.149, -0.483, -2.535)  -0.164
S (0.721, -1.536, -3.754)  -0.397
C (-0.892, -1.539, -4.256)  0.442
N (-1.996, -1.545, -4.597)  -0.535

=====

4.
DFT (ωB97M-V with the def2-TZVPD basis set) results for C38H42BIrN10O as an isolated structure at a distorted geometry.

Properties
Lowest unoccupied orbital energy, eV: -7.702
Charge: +2
Kohn-Sham gap, eV: 4.1

Each line ends with the Mulliken charge.
Element x y z (Å)
Ir (1.679, 1.640, -0.206)  0.549
C (-0.896, 5.299, -2.202)  -1.462
C (0.476, 4.621, -2.312)  0.848
C (0.349, 3.233, -2.937)  -0.619
C (1.241, 4.710, -1.012)  -0.277
C (1.632, 5.925, -0.437)  -1.303
C (2.473, 5.594, 0.602)  -0.333
N (2.560, 4.262, 0.668)  0.300
N (1.782, 3.708, -0.294)  0.156
B (3.511, 3.435, 1.567)  -0.253
N (4.313, 2.494, 0.633)  0.320
C (5.643, 2.389, 0.568)  -0.399
C (5.966, 1.588, -0.505)  -1.256
C (4.747, 1.246, -1.102)  -0.354
N (3.750, 1.763, -0.361)  0.190
C (4.654, 0.578, -2.454)  0.967
C (5.351, -0.788, -2.455)  -1.428
C (3.262, 0.494, -3.076)  -1.309
N (2.693, 2.604, 2.559)  0.310
C (2.719, 2.634, 3.899)  -0.402
C (1.807, 1.714, 4.366)  -1.286
C (1.250, 1.136, 3.215)  -0.262
N (1.805, 1.693, 2.134)  -0.013
C (0.216, 0.054, 3.142)  2.651
C (-0.833, 0.203, 4.243)  -1.781
C (0.874, -1.332, 3.217)  -1.332
H (-1.345, 5.387, -3.192)  0.445
H (-0.813, 6.296, -1.773)  0.406
H (-1.574, 4.715, -1.576)  0.294
H (1.065, 5.228, -3.006)  0.545
H (-0.474, 2.670, -2.499)  0.228
H (1.272, 2.660, -2.832)  -0.368
H (0.142, 3.331, -4.003)  0.572
H (1.381, 6.916, -0.773)  0.528
H (3.026, 6.228, 1.274)  0.503
H (4.252, 4.161, 2.146)  -0.089
H (6.281, 2.905, 1.266)  0.498
H (6.956, 1.342, -0.849)  0.506
H (5.246, 1.226, -3.108)  0.534
H (4.835, -1.499, -1.806)  0.281
H (6.381, -0.705, -2.113)  0.408
H (5.360, -1.197, -3.465)  0.433
H (2.686, -0.335, -2.671)  0.263
H (3.356, 0.325, -4.149)  0.546
H (2.706, 1.422, -2.933)  -0.181
H (3.368, 3.308, 4.433)  0.518
H (1.579, 1.490, 5.394)  0.504
H (-0.285, 0.142, 2.176)  -0.935
H (-0.386, 0.056, 5.226)  0.381
H (-1.613, -0.551, 4.118)  0.424
H (-1.298, 1.189, 4.221)  0.412
H (1.353, -1.473, 4.187)  0.431
H (1.633, -1.450, 2.444)  0.197
H (0.117, -2.111, 3.092)  0.390
C (-8.490, -7.478, -0.512)  -0.856
O (-7.064, -7.627, -0.475)  -0.449
C (-6.279, -6.586, -0.484)  0.890
C (-4.888, -6.864, -0.491)  -0.625
C (-3.988, -5.848, -0.497)  -0.539
C (-4.425, -4.494, -0.481)  0.408
C (-5.817, -4.228, -0.485)  -0.757
C (-6.727, -5.244, -0.489)  -0.620
C (-3.448, -3.471, -0.444)  0.207
N (-2.128, -3.692, -0.469)  -0.843
C (-1.547, -2.496, -0.400)  0.851
C (-2.524, -1.472, -0.317)  -0.132
N (-3.711, -2.116, -0.344)  -0.088
C (-2.199, -0.091, -0.174)  1.238
C (-3.103, 0.946, 0.044)  -0.929
C (-2.609, 2.218, 0.267)  -1.417
C (-1.242, 2.433, 0.207)  -0.750
N (-0.361, 1.472, -0.061)  0.708
C (-0.814, 0.199, -0.198)  -0.466
C (0.184, -0.821, -0.270)  -0.462
N (1.472, -0.407, -0.182)  0.973
C (2.427, -1.334, -0.109)  -0.916
C (2.176, -2.692, -0.187)  -1.030
C (0.871, -3.135, -0.326)  -1.108
C (-0.143, -2.188, -0.349)  1.124
H (-8.889, -8.484, -0.578)  0.251
H (-8.800, -6.906, -1.386)  0.354
H (-8.854, -6.997, 0.395)  0.357
H (-4.577, -7.900, -0.492)  0.442
H (-2.925, -6.044, -0.509)  0.485
H (-6.183, -3.209, -0.496)  0.235
H (-7.784, -5.018, -0.492)  0.419
H (-4.624, -1.695, -0.311)  0.200
H (-4.171, 0.772, 0.067)  0.492
H (-3.276, 3.040, 0.482)  0.544
H (-0.830, 3.422, 0.364)  0.879
H (3.434, -0.959, 0.017)  0.864
H (2.993, -3.396, -0.134)  0.556
H (0.634, -4.188, -0.391)  0.614